One molecule with the formula C5H8O2. Source: OMol25; level of theory: ωB97M-V with the def2-TZVPD basis set.

Geometry (Å):
O 2.481 0.404 0.359
C 1.086 0.381 0.509
C 0.102 1.243 -0.311
C -0.922 0.156 -0.009
O -2.034 0.552 0.700
C -0.728 -1.018 -0.862
C 0.252 -0.863 0.304
H 2.729 -0.289 -0.260
H 0.900 0.667 1.552
H -0.135 2.232 0.083
H 0.352 1.315 -1.376
H -2.560 -0.225 0.923
H -1.416 -1.823 -0.587
H -0.534 -0.978 -1.933
H 0.428 -1.752 0.909

Computed properties:
E_tot: -345.70324 hartree
Kohn-Sham gap: 9.676 eV
Lowest unoccupied orbital energy: 0.7 eV
SMILES: O[C@H]1C[C@@]2(O)C[C@@H]12
HOMO level: -8.939 eV
Energy relative to the best compared isomer or geometry (same formula, charge and spin): 63.8 kcal per mole